Here is a molecular structure, C22H20FeIN3O5S2 from OMol25. Energies are from wB97M-V/def2-TZVPD.

Output
LUMO level (spin up / spin down) = -3.39 / -4.94 eV
<S²> = 8.7949
Spin multiplicity = 6
Kohn-Sham gap (spin up / spin down) = 7.57 / 6.08 eV
Charge = +1

```
54
Properties=species:S:1:pos:R:3:lowdin_spin:R:1
Fe -0.17674 -2.04051 -0.37052 3.669
C 4.88519 3.71775 -1.33575 0.000
C 4.18603 2.53323 -0.73302 0.001
C 4.40936 2.16966 0.59338 0.000
C 3.77603 1.06998 1.15002 0.000
C 2.91104 0.33223 0.35122 0.002
C 2.68348 0.65656 -0.98446 0.002
C 3.31532 1.76489 -1.50998 0.001
S 2.03652 -0.98287 1.06807 0.012
O 2.56866 -1.33277 2.34127 0.006
O 1.90079 -2.05775 0.06991 0.046
N 0.47076 -0.55975 1.20677 0.095
C -0.19322 0.55715 1.20572 0.077
C 0.39909 1.83006 1.48384 0.256
C -0.20487 3.06655 1.55161 0.032
C -1.54192 3.38773 1.42193 0.296
C -2.65700 2.51229 1.20593 0.027
C -3.94467 3.07133 1.20939 0.050
C -5.06126 2.29048 1.01304 -0.004
C -4.86803 0.93246 0.80866 0.073
N -3.66247 0.36775 0.79363 -0.013
C -2.61431 1.12785 0.98869 0.059
H 5.37894 4.31998 -0.57550 0.000
H 4.18134 4.34894 -1.87849 0.000
H 5.64191 3.38807 -2.04977 0.000
H 5.09308 2.75176 1.19835 0.000
H 3.94905 0.78078 2.17817 0.000
H 2.02733 0.06209 -1.60455 0.000
H 3.12804 2.03255 -2.54245 0.000
H 1.46361 1.78147 1.65138 0.011
H 0.46227 3.89692 1.74929 -0.004
H -1.79853 4.43464 1.52333 0.013
H -4.04084 4.13774 1.37013 0.001
H -6.05463 2.71449 1.01376 -0.001
H -5.70625 0.26664 0.64626 0.004
C -2.21768 0.14550 -3.24279 0.005
S -0.75730 0.52963 -2.25777 0.022
O 0.24553 0.99549 -3.22448 0.007
O -0.36445 -0.95899 -1.84194 0.127
O -1.46891 0.35672 0.88021 0.055
H -1.91400 0.20271 -4.28694 0.000
H -2.98433 0.89144 -3.03324 0.000
H -2.58264 -0.84794 -2.99453 0.000
I 1.15689 -6.93573 2.40596 0.000
C -0.13146 -5.95568 1.11729 0.000
C -1.10842 -6.63854 0.40587 0.008
C -1.94749 -5.92839 -0.43782 0.000
C -1.78323 -4.56468 -0.55645 0.015
N -0.83493 -3.90166 0.12045 0.033
C -0.02216 -4.58729 0.94559 0.014
H -1.21343 -7.71015 0.50947 0.000
H -2.72338 -6.42720 -1.00033 0.000
H -2.42346 -3.97287 -1.19727 0.002
H 0.73180 -4.02269 1.47947 0.002
```

---

Here is a single C22H20N2O molecule from OMol25. Energies are from wB97M-V/def2-TZVPD.

Output
LUMO level = -0.39 eV
Structure (SMILES) = O=C(c1ccccn1)[C@@H]1CN(c2ccccc2)C[C@H]1c1ccccc1
Spin multiplicity = 1
Kohn-Sham gap = 7.11 eV

```
45
Properties=species:S:1:pos:R:3:nbo_charge:R:1
O -0.89507 2.44774 1.33980 -0.543
N -3.20039 -0.23074 0.60754 -0.398
C -1.34179 1.39350 0.90096 0.642
C -4.48882 -0.56534 0.80920 0.021
C -2.72122 0.90337 1.17574 0.044
C -5.40015 0.22702 1.52614 -0.221
C -3.58397 1.69134 1.97199 -0.190
C -4.92124 1.41430 2.13998 -0.181
C 3.24108 -4.78729 1.15636 -0.269
C 0.71130 3.46363 -3.85227 -0.219
C 1.95710 -4.54178 1.65770 -0.175
C 3.81757 -3.77834 0.38382 -0.181
C 1.10252 4.06783 -2.67127 -0.233
C 0.34722 2.10120 -3.86973 -0.206
C 1.36880 -3.27217 1.53812 -0.312
C 3.18988 -2.55122 0.15385 -0.313
C 1.15805 3.28488 -1.49648 -0.138
C 0.42829 1.33978 -2.71136 -0.223
C 1.95722 -2.28253 0.76873 0.275
C 0.82835 1.91932 -1.50673 -0.035
N 1.38565 -0.99613 0.64442 -0.450
C 0.03914 -0.63356 1.18896 -0.203
C 1.95774 0.00126 -0.32550 -0.198
C -0.35791 0.47918 0.23252 -0.344
C 0.97490 1.12986 -0.20106 -0.240
H -4.89951 -1.41515 0.27507 0.200
H -6.40493 -0.13372 1.71651 0.223
H -3.16193 2.58395 2.37741 0.234
H -5.57304 2.09860 2.71826 0.229
H 3.73701 -5.75128 1.30987 0.213
H 0.56380 4.00550 -4.79221 0.214
H 1.43914 -5.35657 2.12820 0.208
H 4.80372 -3.98919 0.00619 0.207
H 1.29716 5.14205 -2.61143 0.218
H -0.05383 1.62056 -4.73527 0.212
H 0.41096 -3.09525 1.97169 0.211
H 3.72992 -1.88611 -0.53365 0.220
H 1.41429 3.73719 -0.52378 0.209
H 0.15838 0.27306 -2.78355 0.210
H -0.72320 -1.42099 1.13305 0.221
H 0.18776 -0.30741 2.25714 0.196
H 2.96804 0.33381 -0.05177 0.209
H 1.93525 -0.46389 -1.33468 0.189
H -0.77086 0.02507 -0.67339 0.238
H 1.38764 1.77468 0.58490 0.231
```

---

Here is a single C22H20N2O5 molecule from OMol25. Energies are from wB97M-V/def2-TZVPD.

Output
LUMO level = -0.52 eV
Structure (SMILES) = COc1cc(/C=C2\CCn3c2nc2ccccc2c3=O)cc(OC)c1OC(C)=O
Spin multiplicity = 1
Kohn-Sham gap = 7.51 eV

```
49
Properties=species:S:1:pos:R:3:nbo_charge:R:1
O 2.87629 -0.43286 5.48224 -0.620
O -2.03007 -1.01556 -5.44974 -0.587
N -0.43229 0.61025 3.43544 -0.507
O 0.07710 -0.14072 -5.17836 -0.500
O 1.38502 -2.05501 -3.56680 -0.518
O -1.48066 1.78101 -3.97693 -0.496
C 1.84842 -0.11159 4.85395 0.644
C -1.03681 -0.47210 -5.89244 0.800
C 0.64182 0.11039 2.83764 0.427
C -0.10348 0.20985 0.50134 -0.105
C 0.85287 -0.15551 1.43838 -0.052
C -1.68775 1.30627 6.84248 -0.186
C -0.56261 0.98134 7.60819 -0.229
C -1.59685 1.18470 5.46397 -0.237
C 0.62013 0.47673 6.98332 -0.134
C 0.75476 -0.88315 -1.62712 -0.256
C -0.86433 0.89090 -1.73948 -0.280
C -0.43938 0.70108 4.83027 0.250
C 0.69992 -1.02223 -3.00854 0.269
C -0.85435 0.86155 -3.15087 0.289
C -0.06716 -0.15246 -3.79476 0.253
C 0.68213 0.35091 5.57469 -0.214
C -0.02658 0.05652 -0.96476 -0.061
N 1.75337 -0.28708 3.50508 -0.399
C 0.54161 -3.18380 -3.85886 -0.249
C -2.27199 2.79356 -3.33776 -0.252
C -1.04513 -0.13820 -7.36084 -0.711
C 2.14426 -0.86727 1.28963 -0.458
C 2.79474 -0.84489 2.63796 -0.199
H -0.91831 0.84531 0.83320 0.230
H -2.54102 1.72039 7.28729 0.216
H -0.54581 1.11703 8.68352 0.217
H -2.42663 1.43463 4.79942 0.224
H 1.51689 0.20677 7.54898 0.239
H 1.32560 -1.61725 -1.10172 0.221
H -1.46414 1.62596 -1.21804 0.220
H 0.04858 -3.47781 -2.90618 0.175
H 1.11072 -4.02219 -4.22853 0.197
H -0.23076 -2.93703 -4.58680 0.187
H -1.67048 3.35104 -2.66098 0.178
H -3.06605 2.35622 -2.70223 0.182
H -2.69750 3.49776 -4.08384 0.208
H -1.97262 -0.53442 -7.83569 0.245
H -0.14345 -0.62888 -7.78986 0.234
H -0.98609 0.92227 -7.50312 0.239
H 1.96164 -1.89823 0.99245 0.228
H 2.73103 -0.39044 0.54567 0.239
H 3.69637 -0.24505 2.59406 0.219
H 3.09902 -1.87868 2.95507 0.223
```

---

Here is a molecular structure, C22H20N3O6RbS4Te from OMol25. Energies are from wB97M-V/def2-TZVPD.

Output
LUMO level = 3.94 eV
Spin multiplicity = 1
Kohn-Sham gap = 6.38 eV
Charge = -2

```
57
Properties=species:S:1:pos:R:3:nbo_charge:R:1
Rb 1.38553 0.45255 -0.52287 0.903
C 6.36976 2.75501 -2.44798 -0.746
S 5.14392 3.67772 -3.40096 0.145
C 3.62651 2.85249 -2.78934 -0.047
S 3.51951 1.16268 -3.02707 -0.432
N 2.87254 3.73628 -2.19395 -0.440
N 1.59107 3.39441 -1.81697 -0.214
C 1.18533 4.01504 -0.78649 0.011
C -0.20440 3.92385 -0.29731 0.158
C -0.67043 4.91760 0.56050 -0.247
C -1.97226 4.85329 1.02490 -0.181
C -2.76322 3.78450 0.64421 -0.272
C -2.21285 2.83070 -0.19966 0.051
N -0.97524 2.90100 -0.68239 -0.400
H 7.35846 3.06351 -2.79217 0.199
H 6.22390 1.69006 -2.62211 0.238
H 6.26325 2.97830 -1.38705 0.207
H 1.85564 4.68728 -0.24756 0.163
H -0.01146 5.73006 0.84252 0.206
H -2.35874 5.61966 1.68675 0.199
H -3.77901 3.67676 1.00229 0.209
H -2.78443 1.95242 -0.48734 0.222
O 1.40836 -1.19855 1.89146 -1.020
S 1.59540 0.05733 2.58482 2.426
O 2.29117 -0.06885 3.85060 -1.013
O 2.14080 1.09070 1.70456 -1.056
C 0.00428 0.79813 3.03900 -0.297
C 0.14904 1.77683 4.02645 -0.189
C -0.92285 2.54451 4.43889 -0.229
C -2.17115 2.34530 3.86902 -0.252
C -2.33009 1.39066 2.88119 -0.145
C -1.25567 0.61486 2.44508 -0.335
S -1.64437 -0.59475 1.16564 2.422
O -1.41027 -1.88486 1.78745 -0.997
O -3.04755 -0.35926 0.83798 -1.030
O -0.75351 -0.30035 0.03316 -1.063
H 1.13034 1.91019 4.46234 0.239
H -0.78239 3.30564 5.19840 0.195
H -3.02006 2.93895 4.18967 0.193
H -3.28974 1.21811 2.41198 0.234
C 0.98362 -4.63803 -1.60002 -0.743
Te 0.48167 -3.13920 -0.08226 0.610
C -1.40766 -3.33195 -1.08937 -0.676
C -1.49629 -4.74416 -1.59249 -0.058
C -2.70242 -5.41193 -1.77982 -0.201
C -2.72504 -6.71328 -2.27246 -0.237
C -1.53097 -7.35303 -2.58237 -0.237
C -0.32177 -6.69362 -2.38040 -0.251
C -0.28967 -5.39724 -1.87599 0.082
H 1.78487 -5.30828 -1.28622 0.210
H 1.32401 -4.12018 -2.50149 0.214
H -1.41097 -2.62156 -1.91757 0.227
H -2.21590 -3.06285 -0.41093 0.252
H -3.63051 -4.90967 -1.52706 0.206
H -3.66998 -7.22873 -2.40232 0.195
H -1.54013 -8.36441 -2.97190 0.193
H 0.61201 -7.20163 -2.60497 0.196
```

---

Asked for strongest force on any atom across the records above, the calculation gives 1.44 2.71 3.93 2.98 eV/Å in order.
Asked for calculated total energy across the records above, the calculation gives -101997.580 -28165.733 -36355.578 -91185.587 eV in order.
Asked for energy above the lowest of the compared OMol25 structures with the same formula, charge and spin across the records above, the calculation gives 245.1 122.4 278.4 114.3 kJ/mol in order.